No. 1
{"formula": "C3H4OS", "method": "wB97M-V/def2-TZVPD", "symbols": ["C", "C", "C", "O", "S", "H", "H", "H", "H"], "positions_angstrom": [[-0.3482, 0.4536, 0.6568], [-1.6069, 0.3294, 0.9083], [0.1676, -0.0276, -0.7404], [2.5198, -0.6630, 0.3243], [1.2547, -1.2598, -0.1348], [0.3385, 0.9495, 1.3409], [-2.2621, -0.0408, 0.2273], [-0.6611, -0.5443, -1.2740], [0.5977, 0.8031, -1.3084]], "forces_ev_per_angstrom": [[0.230, 1.190, -0.324], [1.281, 0.826, 1.117], [-0.920, 0.728, 1.116], [0.555, 0.674, 0.233], [0.435, -1.932, -0.802], [0.252, -0.328, -0.245], [-2.616, -1.177, -1.326], [0.658, 0.392, 0.222], [0.124, -0.374, 0.009]], "lumo_energy_ha": [-0.029, -0.033], "e_homo_ev": [-8.476, -9.585]}


No. 2
{"formula": "C3H4OS", "method": "wB97M-V/def2-TZVPD", "symbols": ["C", "C", "O", "C", "S", "H", "H", "H", "H"], "positions_angstrom": [[-0.1779, 1.6584, -0.5412], [-0.2259, 0.3356, -0.5961], [0.5790, -0.2543, 0.3001], [0.5539, -1.5353, 0.6707], [1.0839, -2.1479, 1.9420], [-1.0418, 2.2784, -1.1726], [0.6609, 1.9115, 0.1170], [-1.1894, -0.2286, -0.8230], [-0.2426, -2.0179, 0.1031]], "forces_ev_per_angstrom": [[-1.977, 0.769, -2.221], [-3.527, -0.120, 0.596], [2.750, -0.347, 1.077], [-4.329, 1.896, -4.143], [2.694, -1.991, 4.284], [2.980, -1.387, 2.071], [-0.507, 1.349, -0.562], [1.628, 0.417, -0.518], [0.287, -0.586, -0.583]], "smiles": "C=COC=S", "lumo_energy_ha": 0.011, "e_homo_ev": -9.183}


No. 3
{"formula": "C3H4OS", "method": "wB97M-V/def2-TZVPD", "symbols": ["C", "C", "S", "C", "O", "H", "H", "H", "H"], "positions_angstrom": [[-1.8681, -0.3332, 0.1038], [-0.7203, 0.1409, -0.1316], [0.6358, -0.8723, 0.0056], [2.0418, 0.0693, 0.0973], [3.1134, -0.3577, -0.0873], [-1.9898, -1.4146, 0.0389], [-2.7621, 0.3388, -0.2990], [-0.2905, 1.2259, -0.0744], [1.8398, 1.2030, 0.3468]], "forces_ev_per_angstrom": [[-6.234, 0.128, -2.531], [5.538, 4.591, 1.320], [0.130, -3.311, -0.265], [-1.702, 3.944, 0.465], [2.524, -1.044, -0.152], [-0.328, 0.193, 0.500], [1.578, -1.544, 1.695], [-1.789, -1.538, -0.693], [0.283, -1.419, -0.340]], "smiles": "C=CSC=O", "lumo_energy_ha": 0.030, "e_homo_ev": -9.362}


Max |F| (eV Å⁻¹)
3.2 6.3 7.3
Relative energy (zero: lowest compared OMol25 entry of this formula, charge and spin) (kcal/mol)
100.80 61.17 42.89
E_tot (eV)
-16053.738 -16055.457 -16056.250